Entry 1:
One molecule with the formula C3H7N3S in a non-equilibrium geometry, computed with ωB97M-V/def2-TZVPD.

Values from the calculation:
multiplicity: 1
orbital gap: 9.6 eV
ΔE to the lowest compared entry with this formula, charge and spin: 310.0 kJ/mol
total charge: 0
E_HOMO: -8.94 eV
DFT total energy: -680.8642 a.u.

Cartesian coordinates (Å):
H 0.3579 -1.6931 -1.7181
H -1.2418 1.1044 0.8443
H 0.7738 1.5150 2.2767
C 1.2639 -0.5548 -0.2898
N 0.1932 -1.3257 -0.8272
S -1.3594 -0.5235 -0.8097
N -1.5080 0.8178 -1.4562
C 0.6961 0.2658 0.8079
H 1.7646 0.0946 -1.1025
N 1.3467 0.9285 1.6748
H 2.0458 -1.2362 0.1580
C -0.8356 0.0797 0.9066
H -1.3144 -0.4396 1.8291
H -2.1827 0.9670 -2.2941



Entry 2:
One molecule with the formula C3H7N3S in a non-equilibrium geometry, computed with ωB97M-V/def2-TZVPD.

Values from the calculation:
multiplicity: 1
orbital gap: 8.8 eV
structure (SMILES): [H]/N=C1\NCCSN1
ΔE to the lowest compared entry with this formula, charge and spin: 247.6 kJ/mol
total charge: 0
E_HOMO: -8.47 eV
DFT total energy: -680.8879 a.u.

Cartesian coordinates (Å):
C -0.6660 1.1132 -0.3160
H 3.1132 -0.0399 -0.0667
H 1.4275 1.1804 -0.9019
S -1.5883 -1.4088 -0.3441
H -1.1581 1.1387 -1.3986
N 0.2299 -1.5989 0.0242
N 2.5254 -0.9485 0.0847
N 0.7037 0.6327 -0.2461
H -2.5750 0.6727 0.7135
C 1.2552 -0.6823 -0.0114
H -1.3172 0.2004 1.6177
H 0.3712 -2.6505 0.2000
C -1.5770 0.1903 0.6211
H -0.7444 2.2005 0.0235



Entry 3:
One molecule with the formula C3H7N3S in a non-equilibrium geometry, computed with ωB97M-V/def2-TZVPD.

Values from the calculation:
multiplicity: 1
orbital gap: 9.1 eV
structure (SMILES): C=[S@](=N)(N)CC#N
ΔE to the lowest compared entry with this formula, charge and spin: 530.3 kJ/mol
total charge: 0
E_HOMO: -8.82 eV
DFT total energy: -680.7803 a.u.

Cartesian coordinates (Å):
N -0.1030 -0.2616 1.5504
H -1.3115 1.6987 0.6736
H 0.9456 0.1904 -1.9382
S -0.5457 -0.2196 -0.1134
C 2.0959 0.4968 -0.0940
H -1.9641 -1.4861 -0.6514
H 0.3993 -1.1343 1.7920
N 2.3046 1.2056 0.7963
N -0.9457 -1.4960 -0.8807
H 0.3963 0.5482 1.8392
H -2.1510 1.0948 -0.9241
C 1.2465 -0.2674 -0.9074
H 1.3256 -1.3137 -1.1263
C -1.6927 0.9442 -0.0162



Entry 4:
One molecule with the formula C3H7N3S in a non-equilibrium geometry, computed with ωB97M-V/def2-TZVPD.

Values from the calculation:
multiplicity: 1
orbital gap: 8.7 eV
structure (SMILES): CN/C=N\C=N/S
ΔE to the lowest compared entry with this formula, charge and spin: 177.4 kJ/mol
total charge: 0
E_HOMO: -8.06 eV
DFT total energy: -680.9147 a.u.

Cartesian coordinates (Å):
H 1.0700 -2.3270 -0.2245
H -3.7296 0.5555 -0.8834
C 0.6370 -1.3383 0.0161
C -1.0461 -0.0808 1.1355
H 2.1470 1.2200 0.5029
N -2.0928 0.5078 0.6781
C 1.4002 0.9616 -0.2948
S -2.7713 -0.3379 -0.6790
H 1.5850 1.5877 -1.1901
H -0.6015 0.4097 2.0427
N 1.3779 -0.4307 -0.6187
N -0.4513 -1.1932 0.7022
H 0.4131 1.2326 0.0484
H 2.0624 -0.7670 -1.2354



Entry 5:
A 2-piece molecular cluster, C3H7N3S2 overall in a non-equilibrium geometry, computed with ωB97M-V/def2-TZVPD.

Values from the calculation:
multiplicity: 1
orbital gap: 7.7 eV
ΔE to the lowest compared entry with this formula, charge and spin: 580.2 kJ/mol
total charge: 0
E_HOMO: -8.48 eV
DFT total energy: -1078.9459 a.u.

Cartesian coordinates (Å):
N -0.0479 1.4644 0.4163
H 1.6011 -1.2432 0.9623
S 2.9384 0.2658 -0.5766
C 1.6321 -0.1852 0.6425
C -0.3185 -0.6335 -0.9667
C 0.3415 0.2318 0.0722
H 0.1367 -0.9220 -2.0242
N -2.2168 -0.8412 0.3349
H 1.7546 0.5234 1.5640
H -1.5210 1.1902 -1.3944
N -1.4521 -1.2714 -0.8049
H -1.4537 -0.9534 1.2880
S -1.2572 2.0869 -0.4534
H -3.0941 -1.4845 0.4333
H 2.9568 1.7719 0.5067



Entry 6:
One molecule with the formula C3H7N3Si in a non-equilibrium geometry, computed with ωB97M-V/def2-TZVPD.

Values from the calculation:
multiplicity: 1
orbital gap: 9.0 eV
structure (SMILES): [SiH3]C1=NN=NCC1
ΔE to the lowest compared entry with this formula, charge and spin: 392.6 kJ/mol
total charge: 0
E_HOMO: -9.15 eV
DFT total energy: -572.1291 a.u.

Cartesian coordinates (Å):
Si 2.1698 0.9288 -0.1959
H -0.5049 -0.3861 1.7411
C -1.4415 -1.1262 -0.1297
H -1.3076 -1.5108 -1.1610
N -0.5317 1.3649 -0.4759
C 0.3189 0.5605 0.0766
H 2.4885 2.1668 0.3921
H 0.4633 -1.4377 0.7799
C -0.2837 -0.7183 0.7223
H 2.9235 -0.1755 0.4768
H 2.2146 1.1090 -1.7697
N -1.8650 1.1223 -0.3774
N -2.3416 -0.0206 -0.3202
H -2.3027 -1.8770 0.2410



Entry 7:
An isolated ion of composition C3H7N4 and charge +1 in a non-equilibrium geometry, computed with ωB97M-V/def2-TZVPD.

Values from the calculation:
multiplicity: 1
orbital gap: 9.5 eV
structure (SMILES): C[C@H]1NN=NC=[NH+]1
ΔE to the lowest compared entry with this formula, charge and spin: 351.0 kJ/mol
total charge: +1
E_HOMO: -14.76 eV
DFT total energy: -337.1706 a.u.

Cartesian coordinates (Å):
N 0.0424 0.9983 0.7237
H 1.0272 -2.2552 0.3716
C -0.4872 -0.3498 0.5358
H -0.4840 1.7028 1.2138
C -1.4463 -0.3886 -0.6640
N 0.8995 -1.2047 0.1057
H -1.2788 -1.3275 -1.1815
H -1.1776 0.4306 -1.2841
H -0.8733 -0.8824 1.4441
N 1.8894 -0.6751 -0.3529
N 1.8592 0.5568 -0.6414
H -2.4317 -0.2756 -0.4208
C 1.0476 1.3495 -0.0233
H 1.4136 2.3209 0.1733



Entry 8:
An isolated ion of composition C3H7N4O and charge +1 in a non-equilibrium geometry, computed with ωB97M-V/def2-TZVPD.

Values from the calculation:
multiplicity: 1
orbital gap: 11.3 eV
structure (SMILES): CCOn1cnn[nH+]1
ΔE to the lowest compared entry with this formula, charge and spin: 486.9 kJ/mol
total charge: +1
E_HOMO: -16.11 eV
DFT total energy: -412.3616 a.u.

Cartesian coordinates (Å):
C -0.4816 0.8541 1.7153
N 0.5566 -0.3322 -0.8757
H 0.2801 1.6515 1.6323
H -0.8055 -1.2386 1.2178
C 0.0596 -0.5671 1.3876
C 1.1620 0.3094 -1.8891
H 0.5746 -0.9328 2.2970
O 1.0632 -0.5990 0.3339
H -1.3620 -1.2122 -0.9152
H -1.3593 1.1488 1.1030
N -0.7495 -0.2822 -2.5971
H 2.1761 0.7185 -1.8240
N 0.3257 0.3471 -2.9797
H -0.8142 0.8193 2.7752
N -0.6259 -0.6845 -1.3813



Entry 9:
One molecule with the formula C3H7N5 in a non-equilibrium geometry, computed with ωB97M-V/def2-TZVPD.

Values from the calculation:
multiplicity: 1
orbital gap: 8.8 eV
structure (SMILES): [H]/N=C\N/C=N\C=N/N
ΔE to the lowest compared entry with this formula, charge and spin: 187.0 kJ/mol
total charge: 0
E_HOMO: -8.18 eV
DFT total energy: -392.2278 a.u.

Cartesian coordinates (Å):
H 2.8918 0.5940 -0.7490
N 0.8282 0.8693 0.2011
N 2.9774 -0.3785 -0.6158
H -3.8256 -0.4279 -0.1109
H 0.6179 -0.7780 1.5790
C -0.3525 1.2849 0.0280
H -1.0671 -1.3920 -0.1821
H -2.3880 1.2307 -0.0721
C 1.1736 -0.3767 0.6931
C -1.8730 -0.7009 -0.1240
H -0.5623 2.3372 -0.2878
N -3.0747 -1.1793 -0.1778
N -1.5721 0.6282 0.1146
H 3.9550 -0.7269 -0.6668
N 2.2715 -0.9840 0.3705



Entry 10:
One molecule with the formula C3H7N5 in a non-equilibrium geometry, computed with ωB97M-V/def2-TZVPD.

Values from the calculation:
multiplicity: 1
orbital gap: 8.8 eV
structure (SMILES): [H]/N=C(N)\N=C/N/C=N/[H]
ΔE to the lowest compared entry with this formula, charge and spin: 308.9 kJ/mol
total charge: 0
E_HOMO: -8.47 eV
DFT total energy: -392.1814 a.u.

Cartesian coordinates (Å):
N 1.5153 -0.2925 -0.1738
H -0.0117 1.2326 0.7193
N -0.4559 -1.4737 -0.4178
N -1.4611 -0.6980 1.5446
H -2.9207 0.6448 -0.4152
C -1.2567 -0.6143 0.2389
H 2.3337 -0.1855 -0.9682
C 0.8867 -1.4607 -0.3842
C 0.9322 1.1052 0.0997
N -1.8757 0.3254 -0.5140
H 1.2582 2.8005 0.5581
N 1.8383 1.9691 0.0869
H -0.6257 -1.2128 2.0211
H -1.6566 0.0375 -1.3973
H 1.4997 -2.1775 -0.9980



Entry 11:
One molecule with the formula C3H7N5 in a non-equilibrium geometry, computed with ωB97M-V/def2-TZVPD.

Values from the calculation:
multiplicity: 1
orbital gap: 8.7 eV
structure (SMILES): [H]/N=c1\cc(N)[nH]n1N
ΔE to the lowest compared entry with this formula, charge and spin: 216.2 kJ/mol
total charge: 0
E_HOMO: -7.86 eV
DFT total energy: -392.2167 a.u.

Cartesian coordinates (Å):
H 3.0311 -0.7794 0.7632
N -0.7713 -0.5938 -0.2707
H -2.6332 -0.9911 -0.5794
H 0.8671 -1.9388 -0.4614
N -1.8829 1.3430 0.0999
C 1.3402 0.0891 -0.0034
C -0.7606 0.7995 -0.0652
N -1.8576 -1.4393 0.1023
H 0.9411 2.2183 -0.0689
N 0.5337 -1.0471 0.0483
N 2.7149 -0.1487 0.0101
H -1.7963 2.3805 0.1667
C 0.6452 1.2097 -0.0592
H -2.1397 -0.9860 1.0409
H 3.2241 0.7072 -0.0237



Entry 12:
One molecule with the formula C3H7N5O in a non-equilibrium geometry, computed with ωB97M-V/def2-TZVPD.

Values from the calculation:
multiplicity: 1
orbital gap: 8.3 eV
structure (SMILES): Nc1nc(O)n(N)c1N
ΔE to the lowest compared entry with this formula, charge and spin: 280.8 kJ/mol
total charge: 0
E_HOMO: -7.75 eV
DFT total energy: -467.4417 a.u.

Cartesian coordinates (Å):
H 2.5241 -2.0903 0.3795
N 0.5221 -1.6847 -0.1801
N -1.8825 -1.4857 -0.0994
N -1.3360 1.5628 -0.0911
H 1.3612 2.2418 0.8477
H -1.9301 -2.4458 -0.5518
H -2.3815 -1.6456 0.9306
C 1.4346 -0.7421 -0.1096
H -2.1889 1.4180 -0.5660
C -0.6799 -0.9165 -0.1347
N 0.8847 0.5281 -0.0779
C -0.4923 0.3722 0.1014
O 2.7883 -1.1139 0.0238
H 1.3612 2.2352 -1.0616
N 1.6576 1.7662 -0.1388
H -1.6427 2.0002 0.7279



Entry 13:
C3H7NNiO3S as an isolated structure in a non-equilibrium geometry, computed with ωB97M-V/def2-TZVPD.

Values from the calculation:
multiplicity: 3
orbital gap (spin up / spin down): 6.5 / 3.6 eV
total charge: +2
E_HOMO (spin up / spin down): -16.30 / -16.30 eV
DFT total energy: -2304.5772 a.u.

Cartesian coordinates (Å):
C 0.4495 -0.7280 -0.7809
O 0.8532 0.6631 1.6663
O 1.7307 2.4234 0.4403
H -0.3693 3.7254 0.9641
H -1.6274 -1.7428 1.0949
C 0.9692 1.1759 0.5460
O 0.4041 0.7245 -0.6481
H 0.9313 -1.0481 -1.7819
N -1.7257 -0.9550 0.4449
H -2.7214 -0.7221 0.2917
H -1.0531 -2.4580 -0.9514
H 1.0123 -1.2806 0.0567
H -1.6112 -0.8633 -1.7489
C -1.0696 -1.3116 -0.8465
S 0.9237 3.4817 1.4836
Ni 2.9036 -1.0846 -0.2309



Entry 14:
One molecule with the formula C3H7NO in a non-equilibrium geometry, computed with ωB97M-V/def2-TZVPD.

Values from the calculation:
multiplicity: 1
orbital gap: 10.1 eV
structure (SMILES): CNC(C)=O
ΔE to the lowest compared entry with this formula, charge and spin: 314.5 kJ/mol
total charge: 0
E_HOMO: -9.21 eV
DFT total energy: -248.4067 a.u.

Cartesian coordinates (Å):
H 1.9837 0.3428 1.6388
H -1.5193 -1.4905 -0.7879
H -0.5616 -0.9105 -2.0698
H -2.0164 -0.1150 -1.8273
C -1.1915 -0.5216 -1.3630
C 0.6033 -0.2641 0.3457
C 1.2916 0.7696 1.1451
H 1.7490 1.7022 0.6066
H 0.8238 0.8592 1.9557
N -0.5031 0.3486 -0.3791
O 0.6647 -1.3792 0.4547
H -1.3243 0.6583 0.2805



Entry 15:
A 2-piece molecular cluster, C3H7NO overall in a non-equilibrium geometry, computed with ωB97M-V/def2-TZVPD.

Values from the calculation:
multiplicity: 1
orbital gap: 9.1 eV
structure (SMILES): C=NC.C=O
ΔE to the lowest compared entry with this formula, charge and spin: 400.8 kJ/mol
total charge: 0
E_HOMO: -8.54 eV
DFT total energy: -248.3738 a.u.

Cartesian coordinates (Å):
H -0.9485 2.4743 -0.7961
H 0.6960 -2.8240 3.1619
H 0.1640 1.3364 0.0499
C -0.1133 -2.4072 2.4904
C 1.0486 0.8090 -2.5252
H 2.1135 1.0239 -2.6652
H 0.6094 -0.1875 -2.7012
C -0.4676 1.5040 -0.8251
O -0.7862 -1.4632 2.7978
H -0.2557 -2.9008 1.5287
H -1.0381 0.5754 -1.0488
N 0.3470 1.7801 -2.0857



Entry 16:
A 2-piece molecular cluster, C3H7NO overall, computed with ωB97M-V/def2-TZVPD.

Values from the calculation:
multiplicity: 1
orbital gap: 10.4 eV
structure (SMILES): NC=O.C=C
ΔE to the lowest compared entry with this formula, charge and spin: 156.9 kJ/mol
total charge: 0
E_HOMO: -9.54 eV
DFT total energy: -248.4667 a.u.

Cartesian coordinates (Å):
C 0.6027 -1.9487 -0.4119
H 2.5160 -2.6791 0.1327
H -1.0885 1.9067 -1.4141
H 1.1199 -3.0955 1.2579
H 0.8092 -1.6094 -1.4158
N -0.9274 2.5429 -0.6505
H -0.3227 -1.6708 0.0738
H -1.0966 3.5289 -0.7475
C 1.4481 -2.6670 0.3201
C -0.9690 2.0282 0.6096
O -0.9538 0.8534 0.8756
H -1.1380 2.8105 1.3700



Entry 17:
One molecule with the formula C3H7NO in a non-equilibrium geometry, computed with ωB97M-V/def2-TZVPD.

Values from the calculation:
multiplicity: 1
orbital gap: 10.4 eV
structure (SMILES): CC(C)=NO
ΔE to the lowest compared entry with this formula, charge and spin: 274.8 kJ/mol
total charge: 0
E_HOMO: -9.56 eV
DFT total energy: -248.4218 a.u.

Cartesian coordinates (Å):
H 0.0667 1.8970 -0.9820
H 1.6537 0.3980 -0.5214
H -2.4187 0.1009 -0.6271
C -0.3967 -0.0233 -0.0817
N 0.5343 -0.8982 0.0082
H -2.1070 -0.4646 1.0614
H 0.7264 1.5303 0.7087
H -1.8549 -1.5797 -0.2691
O 1.8460 -0.3806 0.0555
C -1.7954 -0.5558 -0.0085
H -0.9112 2.0508 0.5406
C -0.0851 1.4790 0.0213



Entry 18:
A 2-piece molecular cluster, C3H7NO overall, computed with ωB97M-V/def2-TZVPD.

Values from the calculation:
multiplicity: 1
orbital gap (spin up / spin down): 7.5 / 7.5 eV
ΔE to the lowest compared entry with this formula, charge and spin: 354.2 kJ/mol
total charge: 0
E_HOMO (spin up / spin down): -7.74 / -7.73 eV
DFT total energy: -248.3916 a.u.

Cartesian coordinates (Å):
N -0.6283 -0.1534 0.6720
H 0.3187 1.3198 -1.3122
C -1.7185 -0.3391 0.0463
H -1.6649 -1.0468 -0.7796
H -0.3269 1.4797 -1.6545
H 2.7199 -0.1970 0.1011
C 0.6933 -0.7975 0.0990
C 1.7339 -0.0259 0.5130
H 1.6072 0.7757 1.2315
H -2.6231 0.2019 0.3058
O 0.4657 -1.7363 -0.6545
H -0.5770 0.5188 1.4321



Entry 19:
One molecule with the formula C3H7NO in a non-equilibrium geometry, computed with ωB97M-V/def2-TZVPD.

Values from the calculation:
multiplicity: 1
orbital gap: 10.0 eV
structure (SMILES): CN(C)C=O
ΔE to the lowest compared entry with this formula, charge and spin: 181.2 kJ/mol
total charge: 0
E_HOMO: -9.22 eV
DFT total energy: -248.4575 a.u.

Cartesian coordinates (Å):
H 0.8208 1.6939 -0.5897
C 0.7834 -0.7312 0.0907
H -1.8099 -1.3298 0.7967
H 0.5005 -1.8012 0.3874
O 1.9328 -0.2340 -0.0945
H -2.5632 -0.1275 -0.0283
H -0.1684 1.8997 1.1012
H -1.2875 1.9142 -0.4111
H -1.6774 -1.2519 -1.0391
C -0.2521 1.5238 0.0010
N -0.3717 0.0496 0.0664
C -1.6439 -0.7047 -0.0793



Entry 20:
C3H7NO as an isolated structure in a non-equilibrium geometry, computed with ωB97M-V/def2-TZVPD.

Values from the calculation:
multiplicity: 1
orbital gap: 10.1 eV
ΔE to the lowest compared entry with this formula, charge and spin: 266.0 kJ/mol
total charge: 0
E_HOMO: -9.39 eV
DFT total energy: -248.4252 a.u.

Cartesian coordinates (Å):
H 0.0077 -0.7630 -1.5754
H 0.3349 2.8024 0.2929
H -1.3657 1.5101 0.5686
H 1.2635 0.7506 1.3700
C 0.4230 -0.9078 0.5790
H -1.4265 -1.2517 -0.4991
C -0.3306 -1.4123 -0.7383
H -0.1623 1.2187 -1.1908
C -0.2237 1.5296 -0.0067
N 0.6751 0.4861 0.6128
O 0.7815 -1.5582 1.5627
H 0.0231 -2.4044 -0.9758